Entry 1:
6
Properties=species:S:1:pos:R:3:forces:R:3:lowdin_charge:R:1 method="wB97M-V/def2-TZVPD" charge=0 gap_ev=10.1 largest_force_ha_per_bohr=0.030 smiles=C#CI.I lumo_energy_ev=0.2
C 0.341583 1.377813 -0.085459 0.04 0.52 1.25 -0.05
C 0.777643 0.668777 -0.938620 0.39 -1.01 -1.13 -0.83
I 1.479237 -0.620270 -2.324666 -0.26 0.47 0.39 0.84
H 0.140630 1.928262 0.815210 -0.20 -0.03 -0.49 0.03
I -1.723179 -2.043193 1.902827 0.21 0.21 -0.37 0.37
H -1.015914 -1.311388 0.630708 -0.18 -0.17 0.35 -0.37

Entry 2:
8
Properties=species:S:1:pos:R:3:forces:R:3:lowdin_charge:R:1 method="wB97M-V/def2-TZVPD" charge=0 gap_ev=8.2 largest_force_ha_per_bohr=0.078 lumo_energy_ev=-0.3
C -0.368375 -0.405945 1.268359 -0.58 1.40 1.36 -0.09
C 0.149236 0.894130 -1.683084 -0.13 -0.90 -0.44 -0.88
N 0.067612 -0.141432 -2.205629 -0.05 1.81 0.09 0.04
N 0.682838 -1.745687 -0.399561 0.05 -0.05 1.66 0.19
N 0.221000 -1.156021 0.455718 0.45 -2.94 -2.70 -0.22
I 0.326756 2.610361 -0.651701 0.01 -0.11 -0.40 0.93
H 0.098544 0.519724 1.278181 0.55 1.71 0.44 -0.04
H -1.177612 -0.575129 1.937716 -0.30 -0.92 0.00 0.06

Entry 3:
7
Properties=species:S:1:pos:R:3:forces:R:3:lowdin_charge:R:1 method="wB97M-V/def2-TZVPD" charge=0 gap_ev=7.5 largest_force_ha_per_bohr=0.047 smiles="N=C=C=O.I" lumo_energy_ev=-1.1
N -1.599760 -0.804341 -0.806082 0.39 0.07 -0.57 0.13
C -1.583086 -1.853337 -0.139211 -1.00 1.88 -0.09 -0.16
C -1.029593 -3.015819 0.040633 0.75 -2.14 0.85 -0.18
O -0.813194 -4.036285 0.578980 0.01 0.44 -0.49 0.15
H -2.257693 -0.087404 -0.500054 -0.13 -0.24 0.28 0.06
I 2.994421 -0.380280 -0.079883 0.25 -0.58 -0.45 0.39
H 2.437742 0.766019 0.836319 -0.28 0.57 0.45 -0.39

Entry 4:
8
Properties=species:S:1:pos:R:3:forces:R:3:lowdin_charge:R:1 method="wB97M-V/def2-TZVPD" charge=0 gap_ev=7.3 largest_force_ha_per_bohr=0.048 lumo_energy_ev=-1.4
C 0.903549 -0.711245 -0.113056 1.54 1.45 1.08 -0.42
C 1.632638 0.391745 0.058656 0.46 0.90 -1.61 -0.05
N 0.174076 -1.691417 -0.012790 1.56 0.25 -0.95 -0.31
P -1.556160 0.515111 -0.476988 0.02 -1.15 0.11 -0.02
P -1.482636 -1.468251 0.176504 -1.63 1.41 0.07 0.48
I -3.810451 1.083196 0.081046 -0.48 0.02 0.09 0.19
H 2.190770 0.636211 0.945586 -0.22 -0.80 0.76 0.04
H 1.948216 1.244648 -0.658960 -1.25 -2.09 0.46 0.09

Entry 5:
8
Properties=species:S:1:pos:R:3:forces:R:3:lowdin_charge:R:1 method="wB97M-V/def2-TZVPD" charge=+2 gap_ev=7.2 largest_force_ha_per_bohr=0.116 lumo_energy_ev=-10.4
O -0.904720 -0.961140 1.187709 -0.12 -1.14 1.22 -0.11
C -1.479346 -0.163732 0.489775 3.37 0.86 -1.65 -0.13
C -1.213000 0.720148 -0.488046 -2.72 0.08 0.53 0.13
O 1.949839 -0.332960 0.016309 -1.42 -4.03 4.16 -0.91
Li 3.301770 0.137153 -0.950092 0.14 0.31 -0.31 0.81
Lu 1.301321 -1.668586 1.462454 0.10 4.18 -4.08 1.99
H -1.337351 1.779050 -0.239700 0.33 -0.09 0.11 0.11
H -1.618510 0.490066 -1.478409 0.31 -0.17 0.02 0.11

Entry 6:
8
Properties=species:S:1:pos:R:3:forces:R:3:lowdin_charge:R:1 method="wB97M-V/def2-TZVPD" charge=+1 gap_ev="6.4 / 8.7" multiplicity=2 largest_force_ha_per_bohr=0.036 lumo_energy_ev="-4.1 / -4.1"
H 0.887882 1.671515 -1.344868 -0.45 0.38 0.56 0.12
O -1.122289 1.344778 -0.976253 0.02 0.02 0.62 -0.14
C 0.106555 1.172274 -0.734827 0.38 -0.99 -1.52 -0.29
C 0.552151 0.029974 -0.012816 0.01 0.59 0.81 -0.30
O -0.299402 -0.754205 0.547874 -0.30 -0.54 0.18 -0.29
Rb 0.287268 -3.359512 2.345551 0.00 0.34 -0.23 0.98
Li -2.042553 -0.017784 -0.005215 0.63 0.31 -0.22 0.80
H 1.630384 -0.087037 0.180552 -0.29 -0.11 -0.21 0.11

Entry 7:
5
Properties=species:S:1:pos:R:3:forces:R:3:lowdin_charge:R:1 method="wB97M-V/def2-TZVPD" charge=+1 gap_ev="8.1 / 9.9" multiplicity=2 largest_force_ha_per_bohr=0.040 lumo_energy_ev="-4.8 / -6.5"
H 0.014651 -1.654141 -0.030654 0.44 -0.07 1.32 0.09
C -0.136945 -0.687455 0.468012 -0.07 -0.81 -1.91 -0.08
C -0.729383 0.265029 0.003915 -0.01 1.33 0.05 0.01
H -1.203206 1.156337 -0.378316 -0.10 -0.23 0.41 0.07
Mg 2.054881 0.920232 -0.062958 -0.26 -0.22 0.13 0.92

Entry 8:
7
Properties=species:S:1:pos:R:3:forces:R:3:lowdin_charge:R:1 method="wB97M-V/def2-TZVPD" charge=0 gap_ev=8.9 largest_force_ha_per_bohr=0.018 smiles="N=C=CN=O" lumo_energy_ev=-0.2
N 1.136171 0.808009 0.870215 0.35 -0.83 0.11 0.22
C 0.508132 -0.106245 0.409314 0.20 0.43 0.17 -0.16
C -0.274313 -0.855671 -0.356824 0.09 -0.07 -0.11 -0.13
N -1.132749 -0.102962 -1.207172 -0.06 0.41 0.03 -0.07
O -1.067283 1.104949 -1.090843 -0.33 -0.48 -0.18 -0.06
H 1.069685 1.082685 1.842331 -0.24 0.27 -0.04 0.10
H -0.239643 -1.930765 -0.467022 0.00 0.27 0.02 0.10

Entry 9:
7
Properties=species:S:1:pos:R:3:forces:R:3:lowdin_charge:R:1 method="wB97M-V/def2-TZVPD" charge=0 gap_ev=9.3 largest_force_ha_per_bohr=0.011 smiles="O=CC1=NN1" lumo_energy_ev=-0.5
O 0.483849 1.967520 0.454447 -0.39 -0.36 -0.16 0.06
C -0.204641 1.062768 0.050619 0.29 0.33 0.18 -0.29
C -0.043189 -0.315433 0.629658 0.06 0.29 0.19 -0.09
N 1.123499 -0.933457 0.179003 -0.21 -0.20 -0.23 0.00
N 0.392679 -1.641536 -0.538706 0.20 0.10 0.03 0.09
H -1.059451 1.217851 -0.639375 0.15 -0.04 -0.01 0.12
H -0.692748 -1.357711 -0.135646 -0.09 -0.12 0.00 0.11

Entry 10:
7
Properties=species:S:1:pos:R:3:forces:R:3:lowdin_charge:R:1 method="wB97M-V/def2-TZVPD" charge=0 gap_ev=10.0 largest_force_ha_per_bohr=0.060 lumo_energy_ev=0.1
C -3.558117 0.609668 -0.578631 -1.09 1.05 1.08 -0.06
C -4.697552 1.043673 -0.340910 -2.98 0.82 0.30 -0.20
N -1.659104 -0.441115 -1.417358 1.51 -0.77 -0.53 0.23
N -2.570254 0.050307 -1.020892 1.16 -0.66 -0.64 -0.11
O -5.784890 1.444067 -0.120623 1.45 -0.39 -0.15 0.14
H -2.685385 -2.229506 -3.382369 0.65 0.88 -0.86 0.00
H -2.310237 -1.719230 -3.845075 -0.68 -0.93 0.79 0.00

Entry 11:
8
Properties=species:S:1:pos:R:3:forces:R:3:lowdin_charge:R:1 method="wB97M-V/def2-TZVPD" charge=0 gap_ev=10.7 largest_force_ha_per_bohr=0.022 smiles="O=c1[nH]cno1" lumo_energy_ev=0.5
O 2.321241 0.222640 0.164989 -1.01 -0.27 0.08 0.12
C 1.164259 -0.090883 0.242224 -0.65 0.94 -0.01 -0.50
N -0.008805 0.748147 0.214435 0.28 -0.41 -0.30 0.15
C -1.090516 -0.083742 0.255041 0.05 -0.74 -0.16 -0.19
N -0.786594 -1.320452 0.405278 0.95 0.07 -0.32 0.10
O 0.660336 -1.344382 0.385298 -0.42 0.37 0.25 0.03
H -0.074300 1.742866 0.014128 0.49 -0.55 0.10 0.16
H -2.140983 0.120970 0.067974 0.32 0.60 0.35 0.14

Entry 12:
8
Properties=species:S:1:pos:R:3:forces:R:3:lowdin_charge:R:1 method="wB97M-V/def2-TZVPD" charge=0 gap_ev=11.5 largest_force_ha_per_bohr=0.094 smiles="O=C1NO1.C#N" lumo_energy_ev=0.8
O -1.678032 -1.271252 0.123574 0.12 -2.86 0.22 0.19
C -1.385456 -0.164096 0.001092 -0.35 2.95 0.46 -0.64
N -1.202796 1.061664 0.592596 -4.47 -1.73 0.76 0.20
O -1.479553 0.821166 -0.869350 0.65 0.44 -1.45 0.11
H -0.386798 1.460397 0.845396 4.08 1.22 0.00 0.04
C 2.073948 -0.618222 -0.237059 0.22 -3.12 -0.81 -0.08
N 1.821537 0.445817 0.098904 0.05 0.15 0.03 0.05
H 2.237147 -1.735472 -0.555156 -0.31 2.96 0.80 0.12

| no. | electronic energy (hartree) |
| --- | --- |
| 1 | -672.70036 |
| 2 | -539.25115 |
| 3 | -504.98666 |
| 4 | -1112.49839 |
| 5 | -1470.27343 |
| 6 | -259.33366 |
| 7 | -277.10453 |
| 8 | -262.02816 |
| 9 | -261.95087 |
| 10 | -262.02909 |
| 11 | -337.37784 |
| 12 | -337.26788 |